ORCA calculation (wB97M-V/def2-TZVPD) on 2 unconnected molecules or ions with the total composition C8H16N2O2 in a non-equilibrium geometry.

Geometry as ORCA input:
```
! wB97M-V def2-TZVPD RIJCOSX def2/J DEFGRID3
* xyz 0 1
C 3.41175 1.17196 -0.03369
C 2.63881 -0.08921 0.18369
N 1.81139 -0.07099 1.26343
C 2.81811 -1.23315 -0.55921
C 1.91923 -2.33497 -0.41744
O 0.91795 -2.36383 0.28646
H 2.74887 2.05870 0.03482
H 4.15917 1.30181 0.77320
H 3.90336 1.18977 -0.99590
H 1.58650 0.82080 1.65763
H 1.13936 -0.85137 1.31573
H 3.64070 -1.36692 -1.26461
H 2.17519 -3.23729 -1.05646
C -1.14498 2.56090 0.02455
C -0.48233 1.41486 -0.63848
N -0.96157 0.24459 -0.74156
O -2.13839 0.13405 -0.02208
C -2.68565 -1.15870 -0.25346
C -4.05006 -1.25625 0.38680
H -1.45132 2.30330 1.04018
H -2.04443 2.86571 -0.54597
H -0.48014 3.43201 0.10727
H 0.52385 1.50446 -1.07378
H -2.01399 -1.92790 0.16202
H -2.73211 -1.31141 -1.33061
H -4.70564 -0.43612 0.04256
H -3.99593 -1.13138 1.46748
H -4.50773 -2.23343 0.18744
*
```

As for the SMILES: C/C(N)=C/C=O.C/C=N\OCC. The HOMO energy is -8.432 eV. The calculation puts the total energy at -15628.5237 eV. For the energy above the lowest of the compared OMol25 structures with the same formula, charge and spin, the calculation gives 0.0000 eV. Its HOMO-LUMO gap is 9.2 eV.

Here are the Mulliken charges for atoms 1 to 6, given in e: C -1.366; C 0.863; N -0.333; C -0.865; C 0.172; O -0.582

***

ORCA calculation (wB97M-V/def2-TZVPD) on a single C4H5PS molecule in a non-equilibrium geometry.

Geometry as ORCA input:
```
! wB97M-V def2-TZVPD RIJCOSX def2/J DEFGRID3
* xyz 0 1
C 0.05335 1.54412 1.39782
C 0.39724 0.31962 0.66913
S 1.93199 -0.21464 0.34492
P 0.93711 -2.05241 -0.72805
C -0.02304 -1.35661 -2.00081
C -0.72282 -1.27565 -0.83633
H 0.01695 2.44158 0.72318
H 0.40427 1.59439 2.44964
H -1.06734 1.63090 1.51339
H -0.20450 -1.07453 -3.05249
H -1.72320 -1.55677 -0.48040
*
```

As for the SMILES: CC#S#P1C=C1. The HOMO energy is -7.599 eV. The calculation puts the total energy at -24347.7575 eV. For the energy above the lowest of the compared OMol25 structures with the same formula, charge and spin, the calculation gives 3.5428 eV. Its HOMO-LUMO gap is 7.7 eV.

Here are the Mulliken charges for atoms 1 to 6, given in e: C -0.912; C 0.110; S -0.197; P -0.085; C -0.202; C -0.272

***

ORCA calculation (wB97M-V/def2-TZVPD) on 12 unconnected molecules or ions with the total composition BH26O11 in a non-equilibrium geometry.

Geometry as ORCA input:
```
! wB97M-V def2-TZVPD RIJCOSX def2/J DEFGRID3
* xyz -1 1
B -0.22789 -0.13197 -0.03379
H -0.44789 -1.36497 -0.23179
H -0.44789 0.35203 -1.07479
H -0.87689 0.29003 0.88121
H 1.08411 -0.29297 0.18121
O 3.64411 -1.21597 2.40821
H 2.78811 -1.29197 2.13921
H 3.80011 -0.32497 2.16821
O -3.12089 -2.49797 -0.59279
H -2.25289 -2.71997 -0.82579
H -3.60189 -3.34897 -0.47679
O -0.68189 -3.72797 -1.66479
H 0.40411 -3.73897 -1.55479
H -0.59789 -3.27097 -2.54479
O -2.79689 2.53803 -2.55579
H -2.72089 3.18403 -3.29279
H -1.96589 2.02503 -2.65179
O 2.71011 -1.81097 -2.05479
H 1.85611 -1.38297 -1.65879
H 3.51911 -1.31597 -1.78079
O 3.14711 2.14103 -1.21779
H 3.65311 2.90303 -1.28979
H 2.90711 1.83903 -0.23679
O 0.84011 -2.31097 2.55421
H 0.95711 -1.52997 1.83221
H 0.56211 -1.71897 3.34421
O -2.53089 -1.79297 2.57021
H -2.05389 -1.06097 2.10021
H -2.06789 -2.63897 2.49421
O 0.35811 3.62103 -1.43679
H 0.06811 3.35503 -0.47479
H 0.91911 2.91203 -1.62179
O 0.56711 2.77903 2.00521
H 0.64511 1.75103 1.67621
H 1.31011 2.95203 2.53221
O -3.18589 2.53703 0.35921
H -3.44989 2.59103 -0.48179
H -2.71189 1.72003 0.50821
*
```

The HOMO energy is -6.076 eV. The calculation puts the total energy at -23619.7076 eV. For the energy above the lowest of the compared OMol25 structures with the same formula, charge and spin, the calculation gives 3.3372 eV. Its HOMO-LUMO gap is 8.4 eV.

Here are the Mulliken charges for atoms 1 to 6, given in e: B 1.306; H -0.305; H -0.353; H -0.550; H -0.626; O -0.583

***

ORCA calculation (wB97M-V/def2-TZVPD) on a single C6H8OS molecule in a non-equilibrium geometry.

Geometry as ORCA input:
```
! wB97M-V def2-TZVPD RIJCOSX def2/J DEFGRID3
* xyz 0 1
C 0.58991 1.64590 1.32464
C -0.48279 1.02122 0.65535
C -0.25751 0.00518 -0.38741
S -0.59137 0.75775 -2.25228
C 1.19550 -0.45970 -0.53160
C 1.09801 -1.78239 -0.48126
O -0.13919 -2.42173 -0.24795
C -1.05281 -1.26199 0.02694
H 0.30611 2.38688 2.06540
H 1.78515 1.65524 1.00970
H -1.54950 1.26051 1.02573
H -1.32302 2.11758 -1.73453
H 1.85164 0.26948 -0.51343
H 1.82526 -2.62888 -0.31334
H -1.89613 -1.47977 -0.80097
H -1.35927 -1.08529 1.15500
*
```

As for the SMILES: C=C[C@@]1(S)C=COC1. The HOMO energy is -8.835 eV. The calculation puts the total energy at -19229.6996 eV. For the energy above the lowest of the compared OMol25 structures with the same formula, charge and spin, the calculation gives 4.5642 eV. Its HOMO-LUMO gap is 9.4 eV.

Here are the Mulliken charges for atoms 1 to 6, given in e: C -0.791; C -0.556; C 1.181; S -0.264; C -0.665; C -0.541